C81H213N7O29 | wB97M-V/def2-TZVPD

Bonds (Å) are listed after each position.
CARTESIAN COORDINATES (ANGSTROEM)
1 O 8.7496 9.8968 -8.3940  H2 0.957, H3 0.957
2 H 8.6488 10.7629 -8.7889  O1 0.957
3 H 7.8550 9.5682 -8.3047  O1 0.957
4 O 8.3260 2.9510 -3.3762  H5 0.957, H6 0.957
5 H 8.0353 2.8712 -2.4677  O4 0.957
6 H 7.5193 2.9165 -3.8902  O4 0.957
7 O 4.7986 -1.6621 -6.4969  H8 0.957, H9 0.957
8 H 5.1959 -0.8828 -6.8854  O7 0.957
9 H 4.8319 -2.3200 -7.1913  O7 0.957
10 O 6.4290 0.5727 -6.2825  H11 0.957, H12 0.957
11 H 6.2835 1.2538 -6.9392  O10 0.957
12 H 7.3806 0.4763 -6.2436  O10 0.957
13 O 6.2840 2.9471 -7.5512  H14 0.957, H15 0.957
14 H 5.6196 3.6332 -7.6148  O13 0.957
15 H 6.8265 3.0653 -8.3310  O13 0.957
16 O 9.2602 -0.0932 -5.9001  H17 0.957, H18 0.957
17 H 9.4094 -0.7162 -5.1889  O16 0.957
18 H 9.7635 0.6817 -5.6499  O16 0.957
19 O 6.3558 6.7242 -5.1133  H20 0.957, H21 0.957
20 H 6.6411 7.3135 -4.4150  O19 0.957
21 H 5.4007 6.7216 -5.0497  O19 0.957
22 O 2.9281 -1.4893 -10.4795  H23 0.957, H24 0.957
23 H 3.2993 -0.9663 -11.1900  O22 0.957
24 H 3.5255 -2.2319 -10.3906  O22 0.957
25 O 10.7601 1.9512 -5.0336  H26 0.957, H27 0.957
26 H 11.4629 2.0398 -4.3898  O25 0.957
27 H 10.0481 2.4891 -4.6873  O25 0.957
28 O 12.6059 2.1374 -2.7805  H29 0.957, H30 0.957
29 H 13.4919 2.4370 -2.9839  O28 0.957
30 H 12.1992 2.8783 -2.3312  O28 0.957
31 O 9.8221 7.9234 -10.9033  H32 0.957, H33 0.957
32 H 9.5940 7.0091 -10.7355  O31 0.957
33 H 9.3693 8.4136 -10.2171  O31 0.957
34 O 5.9915 5.9759 -7.7328  H35 0.957, H36 0.957
35 H 5.6262 6.8261 -7.9777  O34 0.957
36 H 6.3266 6.1052 -6.8456  O34 0.957
37 O 5.8866 5.7069 -2.3992  H38 0.957, H39 0.957
38 H 6.1282 6.6189 -2.5612  O37 0.957
39 H 6.0262 5.2689 -3.2387  O37 0.957
40 O 5.9005 3.4203 -4.6556  H41 0.957, H42 0.957
41 H 4.9607 3.2524 -4.7253  O40 0.957
42 H 6.2391 3.2591 -5.5363  O40 0.957
43 O 3.4888 7.5994 -7.5515  H44 0.957, H45 0.957
44 H 3.7352 7.0348 -6.8188  O43 0.957
45 H 2.5905 7.3433 -7.7603  O43 0.957
46 O 5.8067 9.0943 -8.0131  H47 0.957, H48 0.957
47 H 6.0829 9.3895 -7.1454  O46 0.957
48 H 5.1099 8.4611 -7.8406  O46 0.957
49 C 10.8834 -3.3509 -12.6176  C50 1.555, H60 1.090, H61 1.090, H62 1.090
50 C 10.1718 -2.4998 -13.7066  C49 1.555, C51 1.648, N55 1.465, C59 1.511
51 C 11.3247 -2.1623 -14.8352  C50 1.648, C52 1.484, H63 1.090, H64 1.090
52 C 10.8345 -2.0139 -16.2276  C51 1.484, C53 1.501, H65 1.090, H66 1.090
53 C 10.0550 -3.2618 -16.5226  C52 1.501, C54 1.578, H67 1.090, H68 1.090
54 C 8.7281 -3.2692 -15.6693  C53 1.578, N55 1.451, C57 1.535, C58 1.538
55 N 9.1084 -3.3340 -14.2710  C50 1.465, C54 1.451, O56 1.399
56 O 8.0771 -3.5818 -13.3589  N55 1.399, H78 0.960
57 C 7.8276 -2.0692 -15.9949  C54 1.535, H69 1.090, H70 1.090, H71 1.090
58 C 8.1136 -4.6176 -16.0817  C54 1.538, H72 1.090, H73 1.090, H74 1.090
59 C 9.6149 -1.2099 -13.1501  C50 1.511, H75 1.090, H76 1.090, H77 1.090
60 H 11.1702 -4.3450 -12.9608  C49 1.090
61 H 10.2252 -3.6035 -11.7863  C49 1.090
62 H 11.8675 -2.9405 -12.3911  C49 1.090
63 H 11.8632 -1.2434 -14.6037  C51 1.090
64 H 12.0739 -2.9532 -14.8725  C51 1.090
65 H 11.6750 -1.8407 -16.8997  C52 1.090
66 H 10.2623 -1.1012 -16.3938  C52 1.090
67 H 10.7192 -4.1209 -16.4280  C53 1.090
68 H 9.7684 -3.1837 -17.5714  C53 1.090
69 H 6.8464 -2.3100 -15.5857  C57 1.090
70 H 8.0045 -1.0761 -15.5819  C57 1.090
71 H 7.6074 -1.9437 -17.0550  C57 1.090
72 H 8.6612 -5.5011 -15.7540  C58 1.090
73 H 7.0999 -4.6136 -15.6811  C58 1.090
74 H 8.0152 -4.6595 -17.1665  C58 1.090
75 H 10.2904 -0.6617 -12.4934  C59 1.090
76 H 8.7665 -1.3415 -12.4785  C59 1.090
77 H 9.3823 -0.4749 -13.9207  C59 1.090
78 H 8.3293 -4.4145 -12.9531  O56 0.960
79 C 14.5038 1.0028 -14.3513  C80 1.529, H90 1.090, H91 1.090, H92 1.090
80 C 15.0365 0.2238 -13.1489  C79 1.529, C81 1.539, N85 1.491, C89 1.575
81 C 16.4334 0.7940 -12.8438  C80 1.539, C82 1.504, H93 1.090, H94 1.090
82 C 16.4400 2.0876 -12.0764  C81 1.504, C83 1.508, H95 1.090, H96 1.090
83 C 15.7312 1.9247 -10.7556  C82 1.508, C84 1.565, H97 1.090, H98 1.090
84 C 14.2540 1.4496 -10.9579  C83 1.565, N85 1.506, C87 1.615, C88 1.537
85 N 14.1949 0.2930 -11.9202  C80 1.491, C84 1.506, O86 1.434
86 O 12.8647 -0.2044 -12.1201  N85 1.434, H108 0.960
87 C 13.7549 0.9081 -9.5202  C84 1.615, H99 1.090, H100 1.090, H101 1.090
88 C 13.4901 2.6623 -11.5124  C84 1.537, H102 1.090, H103 1.090, H104 1.090
89 C 15.2652 -1.2921 -13.5099  C80 1.575, H105 1.090, H106 1.090, H107 1.090
90 H 14.2954 2.0389 -14.0845  C79 1.090
91 H 13.5219 0.6734 -14.6912  C79 1.090
92 H 15.1272 0.9316 -15.2426  C79 1.090
93 H 16.9744 -0.0073 -12.3406  C81 1.090
94 H 17.1244 1.0171 -13.6567  C81 1.090
95 H 15.9532 2.8691 -12.6598  C82 1.090
96 H 17.5160 2.2577 -12.0367  C82 1.090
97 H 15.8177 2.8450 -10.1779  C83 1.090
98 H 16.2116 1.1030 -10.2243  C83 1.090
99 H 14.4140 0.1119 -9.1739  C87 1.090
100 H 13.5986 1.7384 -8.8317  C87 1.090
101 H 12.7323 0.5313 -9.5010  C87 1.090
102 H 13.3702 3.4992 -10.8243  C88 1.090
103 H 14.0377 3.1212 -12.3355  C88 1.090
104 H 12.5007 2.3784 -11.8712  C88 1.090
105 H 16.1603 -1.3523 -14.1289  C89 1.090
106 H 14.4882 -1.8172 -14.0655  C89 1.090
107 H 15.4306 -1.9188 -12.6335  C89 1.090
108 H 12.8405 -1.0037 -11.5889  O86 0.960
109 C 6.8114 5.3386 -15.0597  C110 1.587, H120 1.090, H121 1.090, H122 1.090
110 C 5.4347 6.0265 -14.6717  C109 1.587, C111 1.536, N115 1.525, C119 1.502
111 C 4.3597 4.9411 -14.8361  C110 1.536, C112 1.567, H123 1.090, H124 1.090
112 C 2.9497 5.3119 -14.2616  C111 1.567, C113 1.493, H125 1.090, H126 1.090
113 C 3.2409 5.5983 -12.8258  C112 1.493, C114 1.496, H127 1.090, H128 1.090
114 C 4.1847 6.7225 -12.5352  C113 1.496, N115 1.497, C117 1.515, C118 1.501
115 N 5.4880 6.3884 -13.1912  C110 1.525, C114 1.497, O116 1.390
116 O 6.4444 7.3787 -12.9999  N115 1.390, H138 0.960
117 C 3.6517 8.1074 -12.8393  C114 1.515, H129 1.090, H130 1.090, H131 1.090
118 C 4.3308 6.7693 -11.0421  C114 1.501, H132 1.090, H133 1.090, H134 1.090
119 C 5.2124 7.1082 -15.6901  C110 1.502, H135 1.090, H136 1.090, H137 1.090
120 H 7.1229 4.6410 -14.2823  C109 1.090
121 H 7.5255 6.1197 -15.3208  C109 1.090
122 H 6.7219 4.7541 -15.9753  C109 1.090
123 H 4.1868 4.7768 -15.8997  C111 1.090
124 H 4.8342 4.0448 -14.4367  C111 1.090
125 H 2.2468 4.4817 -14.3325  C112 1.090
126 H 2.5716 6.1952 -14.7764  C112 1.090
127 H 3.7481 4.6998 -12.4742  C113 1.090
128 H 2.3304 5.6399 -12.2280  C113 1.090
129 H 2.8556 8.4824 -12.1961  C117 1.090
130 H 4.4159 8.8666 -12.6724  C117 1.090
131 H 3.3134 8.2050 -13.8709  C117 1.090
132 H 3.4275 7.2638 -10.6848  C118 1.090
133 H 4.2824 5.7520 -10.6536  C118 1.090
134 H 5.3036 7.1763 -10.7661  C118 1.090
135 H 5.6145 6.8901 -16.6795  C119 1.090
136 H 5.6123 8.0804 -15.4019  C119 1.090
137 H 4.1396 7.2997 -15.6644  C119 1.090
138 H 7.1318 6.9194 -12.5120  O116 0.960
139 C 11.7199 1.9868 -18.6801  C140 1.553, H150 1.090, H151 1.090, H152 1.090
140 C 10.4361 2.8479 -18.5297  C139 1.553, C141 1.552, N145 1.515, C149 1.600
141 C 9.3549 2.0354 -17.7683  C140 1.552, C142 1.473, H153 1.090, H154 1.090
142 C 9.5615 1.8470 -16.3216  C141 1.473, C143 1.519, H155 1.090, H156 1.090
143 C 9.6966 3.2125 -15.6696  C142 1.519, C144 1.556, H157 1.090, H158 1.090
144 C 10.7990 4.1279 -16.2750  C143 1.556, N145 1.452, C147 1.566, C148 1.506
145 N 10.6911 4.1040 -17.7227  C140 1.515, C144 1.452, O146 1.418
146 O 11.6582 4.8999 -18.3876  N145 1.418, H168 0.960
147 C 10.3824 5.5444 -15.7526  C144 1.566, H159 1.090, H160 1.090, H161 1.090
148 C 12.1629 3.7731 -15.7454  C144 1.506, H162 1.090, H163 1.090, H164 1.090
149 C 9.7793 3.2821 -19.9229  C140 1.600, H165 1.090, H166 1.090, H167 1.090
150 H 11.4445 0.9713 -18.9646  C139 1.090
151 H 12.2300 2.0105 -17.7171  C139 1.090
152 H 12.2708 2.5185 -19.4559  C139 1.090
153 H 8.4010 2.4963 -18.0247  C141 1.090
154 H 9.3138 1.0769 -18.2858  C141 1.090
155 H 10.4700 1.2594 -16.1890  C142 1.090
156 H 8.6934 1.3035 -15.9487  C142 1.090
157 H 9.8545 3.1512 -14.5928  C143 1.090
158 H 8.6813 3.6090 -15.6769  C143 1.090
159 H 9.4525 5.8059 -16.2577  C147 1.090
160 H 10.2590 5.4622 -14.6727  C147 1.090
161 H 11.1436 6.2829 -16.0038  C147 1.090
162 H 12.9683 4.1990 -16.3437  C148 1.090
163 H 12.3431 4.2301 -14.7723  C148 1.090
164 H 12.3401 2.6992 -15.8044  C148 1.090
165 H 10.3400 4.1628 -20.2359  C149 1.090
166 H 8.7987 3.7215 -19.7400  C149 1.090
167 H 9.7216 2.5115 -20.6916  C149 1.090
168 H 11.4945 5.8103 -18.1306  O146 0.960
169 C 15.3580 6.5812 -12.6855  C170 1.523, H180 1.090, H181 1.090, H182 1.090
170 C 14.5993 7.2524 -11.5488  C169 1.523, C171 1.509, N175 1.491, C179 1.558
171 C 15.6125 7.6205 -10.4936  C170 1.509, C172 1.471, H183 1.090, H184 1.090
172 C 16.4507 8.7838 -10.8205  C171 1.471, C173 1.621, H185 1.090, H186 1.090
173 C 15.4683 10.0030 -11.2405  C172 1.621, C174 1.569, H187 1.090, H188 1.090
174 C 14.4038 9.6860 -12.3487  C173 1.569, N175 1.512, C177 1.532, C178 1.524
175 N 13.7278 8.4021 -11.9236  C170 1.491, C174 1.512, O176 1.386
176 O 12.5864 8.1214 -12.6585  N175 1.386, H198 0.960
177 C 13.3307 10.7684 -12.1908  C174 1.532, H189 1.090, H190 1.090, H191 1.090
178 C 14.9769 9.6358 -13.7598  C174 1.524, H192 1.090, H193 1.090, H194 1.090
179 C 13.7187 6.1470 -10.8927  C170 1.558, H195 1.090, H196 1.090, H197 1.090
180 H 16.2123 7.0873 -13.1350  C169 1.090
181 H 14.6754 6.5068 -13.5321  C169 1.090
182 H 15.6948 5.5986 -12.3551  C169 1.090
183 H 15.0272 7.9006 -9.6177  C171 1.090
184 H 16.3087 6.8743 -10.1107  C171 1.090
185 H 17.2035 8.5899 -11.5846  C172 1.090
186 H 16.9960 9.0330 -9.9102  C172 1.090
187 H 16.1833 10.7236 -11.6375  C173 1.090
188 H 15.0100 10.4115 -10.3398  C173 1.090
189 H 13.7325 11.7774 -12.2834  C177 1.090
190 H 12.5907 10.4756 -12.9357  C177 1.090
191 H 12.8782 10.8207 -11.2006  C177 1.090
192 H 15.2599 10.5814 -14.2224  C178 1.090
193 H 15.8175 8.9483 -13.8536  C178 1.090
194 H 14.2064 9.3146 -14.4607  C178 1.090
195 H 13.3061 5.7167 -11.8052  C179 1.090
196 H 12.9079 6.3900 -10.2058  C179 1.090
197 H 14.3724 5.4400 -10.3819  C179 1.090
198 H 11.8820 8.3149 -12.0355  O176 0.960
199 C 14.2535 -2.9177 -6.8559  C200 1.551, H210 1.090, H211 1.090, H212 1.090
200 C 12.7910 -2.4069 -6.7767  C199 1.551, C201 1.626, N205 1.489, C209 1.563
201 C 12.1024 -2.4604 -8.2492  C200 1.626, C202 1.543, H213 1.090, H214 1.090
202 C 11.5944 -3.8376 -8.7231  C201 1.543, C203 1.565, H215 1.090, H216 1.090
203 C 10.6056 -4.3774 -7.6359  C202 1.565, C204 1.590, H217 1.090, H218 1.090
204 C 11.2427 -4.4081 -6.1800  C203 1.590, N205 1.490, C207 1.543, C208 1.505
205 N 11.9096 -3.1267 -5.8161  C200 1.489, C204 1.490, O206 1.400
206 O 12.3723 -3.0824 -4.4956  N205 1.400, H228 0.960
207 C 10.0258 -4.5746 -5.2461  C204 1.543, H219 1.090, H220 1.090, H221 1.090
208 C 12.2749 -5.5006 -6.1118  C204 1.505, H222 1.090, H223 1.090, H224 1.090
209 C 12.8212 -0.9070 -6.3381  C200 1.563, H225 1.090, H226 1.090, H227 1.090
210 H 14.9176 -2.1329 -7.2181  C199 1.090
211 H 14.3714 -3.6151 -7.6853  C199 1.090
212 H 14.6152 -3.3041 -5.9030  C199 1.090
213 H 11.3560 -1.6717 -8.3438  C201 1.090
214 H 12.8222 -2.1673 -9.0134  C201 1.090
215 H 12.4452 -4.5084 -8.8426  C202 1.090
216 H 11.1851 -3.7368 -9.7283  C202 1.090
217 H 10.2220 -5.3333 -7.9925  C203 1.090
218 H 9.8480 -3.5948 -7.6769  C203 1.090
219 H 10.2732 -4.6929 -4.1912  C207 1.090
220 H 9.2465 -3.8343 -5.4272  C207 1.090
221 H 9.4578 -5.4477 -5.5673  C207 1.090
222 H 13.0915 -5.3081 -6.8076  C208 1.090
223 H 12.5032 -5.5823 -5.0491  C208 1.090
224 H 11.7183 -6.3873 -6.4150  C208 1.090
225 H 13.2733 -0.7057 -5.3669  C209 1.090
226 H 11.8855 -0.3477 -6.3380  C209 1.090
227 H 13.4321 -0.3477 -7.0467  C209 1.090
228 H 13.0234 -3.7878 -4.5037  O206 0.960
229 C 9.0286 3.7222 -11.8083  C230 1.582, H240 1.090, H241 1.090, H242 1.090
230 C 8.0533 3.2800 -10.6435  C229 1.582, C231 1.541, N235 1.512, C239 1.547
231 C 8.2424 1.7690 -10.4049  C230 1.541, C232 1.533, H243 1.090, H244 1.090
232 C 9.6204 1.5370 -9.7734  C231 1.533, C233 1.552, H245 1.090, H246 1.090
233 C 9.7714 2.2953 -8.4275  C232 1.552, C234 1.581, H247 1.090, H248 1.090
234 C 9.5150 3.8460 -8.5991  C233 1.581, N235 1.478, C237 1.576, C238 1.570
235 N 8.2523 4.0286 -9.3445  C230 1.512, C234 1.478, O236 1.345
236 O 7.9101 5.3207 -9.4964  N235 1.345, H258 0.960
237 C 9.3323 4.3445 -7.1151  C234 1.576, H249 1.090, H250 1.090, H251 1.090
238 C 10.7102 4.6445 -9.2307  C234 1.570, H252 1.090, H253 1.090, H254 1.090
239 C 6.6104 3.5128 -11.1507  C230 1.547, H255 1.090, H256 1.090, H257 1.090
240 H 9.9918 3.2168 -11.7389  C229 1.090
241 H 9.1233 4.8012 -11.9302  C229 1.090
242 H 8.7104 3.3003 -12.7616  C229 1.090
243 H 7.4677 1.2121 -9.8780  C231 1.090
244 H 8.2714 1.2181 -11.3449  C231 1.090
245 H 10.4773 1.6300 -10.4407  C232 1.090
246 H 9.6744 0.4832 -9.5003  C232 1.090
247 H 10.8342 2.1795 -8.2152  C233 1.090
248 H 9.2419 1.8230 -7.6001  C233 1.090
249 H 8.8891 5.3393 -7.0707  C237 1.090
250 H 8.6448 3.6722 -6.6019  C237 1.090
251 H 10.3366 4.2740 -6.6974  C237 1.090
252 H 10.6091 5.7252 -9.1306  C238 1.090
253 H 11.6453 4.4824 -8.6948  C238 1.090
254 H 10.9174 4.4424 -10.2816  C238 1.090
255 H 5.7774 3.3805 -10.4603  C239 1.090
256 H 6.6372 3.0001 -12.1122  C239 1.090
257 H 6.3738 4.5552 -11.3639  C239 1.090
258 H 7.3736 5.4343 -8.7084  O236 0.960
259 C 9.0893 5.9602 -3.9720  C260 1.509, H263 1.090, H264 1.090, H265 1.090
260 C 10.5428 5.5676 -3.8679  C259 1.509, C261 1.531, O262 1.420, H266 1.090
261 C 11.3993 6.5581 -3.0757  C260 1.531, H267 1.090, H268 1.090, H269 1.090
262 O 10.7692 4.3922 -3.1033  C260 1.420, H270 0.960
263 H 8.5910 5.9886 -3.0030  C259 1.090
264 H 8.4388 5.2622 -4.4990  C259 1.090
265 H 8.9774 6.9157 -4.4845  C259 1.090
266 H 10.9855 5.4735 -4.8596  C260 1.090
267 H 12.4281 6.2404 -2.9059  C261 1.090
268 H 11.0072 6.8104 -2.0904  C261 1.090
269 H 11.5832 7.5093 -3.5751  C261 1.090
270 H 9.9212 3.9436 -3.1392  O262 0.960
271 C 7.1870 -1.4723 -8.5676  C272 1.552, H275 1.090, H276 1.090, H277 1.090
272 C 6.5614 -2.5570 -9.4846  C271 1.552, C273 1.524, O274 1.413, H278 1.090
273 C 7.5464 -3.7038 -9.6790  C272 1.524, H279 1.090, H280 1.090, H281 1.090
274 O 5.4629 -3.1370 -8.8110  C272 1.413, H282 0.960
275 H 6.5158 -0.6185 -8.4749  C271 1.090
276 H 8.1222 -1.0375 -8.9202  C271 1.090
277 H 7.2611 -1.7621 -7.5194  C271 1.090
278 H 6.2990 -2.1009 -10.4392  C272 1.090
279 H 7.5396 -4.4531 -8.8875  C273 1.090
280 H 8.5361 -3.2483 -9.7149  C273 1.090
281 H 7.3818 -4.1909 -10.6401  C273 1.090
282 H 5.2366 -3.9174 -9.3222  O274 0.960
283 C 6.0161 0.7976 -14.2070  C284 1.530, H287 1.090, H288 1.090, H289 1.090
284 C 5.2165 0.5569 -12.9253  C283 1.530, C285 1.590, O286 1.379, H290 1.090
285 C 3.8854 1.4235 -12.8435  C284 1.590, H291 1.090, H292 1.090, H293 1.090
286 O 4.9055 -0.7823 -12.8162  C284 1.379, H294 0.960
287 H 5.8736 1.8187 -14.5607  C283 1.090
288 H 5.7178 0.1083 -14.9969  C283 1.090
289 H 7.0655 0.5570 -14.0369  C283 1.090
290 H 5.7774 0.7652 -12.0142  C284 1.090
291 H 4.0360 2.4928 -12.9915  C285 1.090
292 H 3.4041 1.3613 -11.8675  C285 1.090
293 H 3.1083 1.1031 -13.5376  C285 1.090
294 H 4.4992 -1.0452 -13.6453  O286 0.960
295 C 14.6366 5.0611 -3.9407  C296 1.554, H299 1.090, H300 1.090, H301 1.090
296 C 15.6240 3.9601 -3.4636  C295 1.554, C297 1.495, O298 1.383, H302 1.090
297 C 15.6496 3.8111 -1.9758  C296 1.495, H303 1.090, H304 1.090, H305 1.090
298 O 15.3797 2.7062 -3.9947  C296 1.383, H306 0.960
299 H 13.6906 4.6274 -4.2648  C295 1.090
300 H 14.9806 5.4256 -4.9087  C295 1.090
301 H 14.5596 5.9438 -3.3059  C295 1.090
302 H 16.6244 4.2715 -3.7640  C296 1.090
303 H 16.4226 3.1042 -1.6742  C297 1.090
304 H 14.6909 3.5711 -1.5160  C297 1.090
305 H 16.0246 4.7448 -1.5566  C297 1.090
306 H 16.1822 2.1800 -3.9651  O298 0.960
307 C 12.5380 9.9900 -5.5863  C308 1.493, H311 1.090, H312 1.090, H313 1.090
308 C 11.8831 9.7038 -6.8966  C307 1.493, C309 1.535, O310 1.343, H314 1.090
309 C 12.1206 8.2704 -7.3923  C308 1.535, H315 1.090, H316 1.090, H317 1.090
310 O 10.6092 9.8538 -6.4979  C308 1.343, H318 0.960
311 H 12.6240 11.0636 -5.4187  C307 1.090
312 H 13.4760 9.4357 -5.6173  C307 1.090
313 H 11.9890 9.5779 -4.7395  C307 1.090
314 H 12.1245 10.4071 -7.6937  C308 1.090
315 H 11.9962 8.2016 -8.4730  C309 1.090
316 H 11.5439 7.4708 -6.9275  C309 1.090
317 H 13.0951 7.8082 -7.2350  C309 1.090
318 H 9.9780 9.7523 -7.2141  O310 0.960
319 C 2.2983 4.7094 -8.0879  C320 1.498, H323 1.090, H324 1.090, H325 1.090
320 C 1.9899 3.3151 -8.5411  C319 1.498, C321 1.530, O322 1.412, H326 1.090
321 C 2.0502 3.0997 -10.0548  C320 1.530, H327 1.090, H328 1.090, H329 1.090
322 O 2.7241 2.3856 -7.7727  C320 1.412, H330 0.960
323 H 3.2911 5.0334 -8.4001  C319 1.090
324 H 2.1242 4.7773 -7.0141  C319 1.090
325 H 1.7600 5.4832 -8.6352  C319 1.090
326 H 0.9571 3.2435 -8.1999  C320 1.090
327 H 1.6194 2.1376 -10.3321  C321 1.090
328 H 3.1151 3.1847 -10.2713  C321 1.090
329 H 1.4702 3.8264 -10.6236  C321 1.090
330 H 2.6707 1.5290 -8.2030  O322 0.960

Properties
E	-5778.793546	Ha
orbital gap	7.25	eV
LUMO	-0.63	eV